Record 1
The following is a DFT calculation (the ωB97M-V functional and the def2-TZVPD basis) of a molecular structure, C40H38AsN4O3PdS.

XYZ file:
```
88
Properties=species:S:1:pos:R:3:forces:R:3
Pd 0.144 -1.155 0.304 -1.6 1.5 0.5
C -4.788 1.901 -4.734 0.0 -0.1 0.0
C -3.552 1.108 -4.401 0.0 0.0 0.0
C -2.311 1.456 -4.918 -0.1 0.1 -0.1
C -1.166 0.732 -4.618 0.1 0.0 0.0
C 0.149 1.158 -5.234 -0.1 0.0 0.0
C -1.263 -0.358 -3.735 -0.2 0.0 0.1
C -0.014 -1.015 -3.336 0.3 -0.1 -0.2
O 0.214 -1.615 -2.303 -0.4 -0.1 0.1
C -2.520 -0.761 -3.236 0.0 0.0 0.0
C -2.699 -1.993 -2.389 0.0 0.0 -0.1
C -3.637 -0.016 -3.580 0.0 0.0 0.0
H -4.550 2.783 -5.327 0.0 0.0 0.0
H -5.299 2.219 -3.823 0.0 0.0 0.0
H -5.493 1.288 -5.300 0.0 0.0 0.0
H -2.238 2.306 -5.589 0.0 0.0 0.0
H 0.007 2.050 -5.841 0.0 0.0 0.0
H 0.550 0.377 -5.884 0.0 0.0 0.0
H 0.904 1.382 -4.480 0.0 0.0 0.0
H 0.817 -0.912 -4.054 0.0 0.0 0.0
H -2.158 -2.846 -2.800 0.0 0.0 0.0
H -3.755 -2.250 -2.313 0.0 0.0 0.0
H -2.318 -1.841 -1.385 0.1 0.0 0.2
H -4.610 -0.326 -3.210 0.1 0.0 0.0
C -2.202 2.674 6.026 0.0 0.0 0.0
C -0.825 2.482 5.969 0.0 0.0 0.0
C -0.259 1.841 4.879 0.0 0.0 -0.1
C -1.074 1.371 3.851 -0.4 0.1 -0.2
C -2.448 1.565 3.907 0.1 -0.1 0.0
C -3.010 2.218 4.997 0.0 0.0 0.0
As -0.169 0.606 2.296 0.8 -0.6 0.5
C 1.085 -0.568 3.232 0.0 -0.1 0.0
C 0.686 -1.187 4.417 0.0 0.0 -0.1
C 1.495 -2.142 5.016 0.0 0.0 0.0
C 2.709 -2.493 4.436 0.0 0.0 0.0
C 3.114 -1.880 3.260 0.0 0.0 0.0
C 2.303 -0.929 2.657 0.0 0.0 0.2
C 0.860 2.235 1.925 -0.1 0.0 -0.2
C 0.105 3.371 1.626 0.1 -0.1 0.0
C 0.726 4.591 1.418 0.1 0.0 0.0
C 2.110 4.689 1.508 0.0 0.0 0.0
C 2.862 3.567 1.822 0.0 0.0 0.0
C 2.241 2.340 2.030 0.0 0.0 0.0
H -2.641 3.185 6.874 0.0 0.0 0.0
H -0.191 2.835 6.772 0.0 0.0 0.0
H 0.814 1.702 4.831 0.0 0.0 0.0
H -3.080 1.197 3.111 0.0 0.0 0.0
H -4.082 2.367 5.042 0.0 0.0 0.0
H -0.259 -0.920 4.871 0.0 0.0 0.0
H 1.177 -2.613 5.938 0.0 0.0 0.0
H 3.335 -3.244 4.901 0.0 0.0 0.0
H 4.054 -2.154 2.799 0.0 0.0 0.0
H 2.637 -0.453 1.749 0.0 -0.1 -0.1
H -0.974 3.304 1.586 -0.1 0.0 0.0
H 0.132 5.469 1.195 0.0 0.0 0.0
H 2.599 5.643 1.352 0.0 0.0 0.0
H 3.939 3.645 1.918 0.0 0.0 0.0
H 2.841 1.482 2.300 0.0 0.1 0.0
S -0.012 -5.285 0.938 0.0 0.0 0.1
C 0.733 -3.793 1.358 0.3 -0.2 0.0
N 1.449 -3.214 0.437 -0.2 -0.2 -0.3
C 1.465 -4.011 -0.717 0.0 0.0 0.2
C 2.217 -3.757 -1.864 0.0 0.1 0.0
C 2.140 -4.642 -2.916 0.0 0.0 0.0
C 1.322 -5.779 -2.846 0.0 -0.1 0.0
C 0.597 -6.063 -1.709 0.0 0.0 0.0
C 0.694 -5.174 -0.637 0.0 0.1 0.0
H 0.660 -3.411 2.371 -0.1 0.1 -0.1
H 2.844 -2.876 -1.908 0.0 0.0 0.0
H 2.718 -4.459 -3.813 0.0 0.0 0.0
H 1.272 -6.453 -3.692 0.0 0.0 0.0
H -0.014 -6.955 -1.640 0.0 0.0 0.0
N -0.972 1.609 -1.032 0.2 0.2 0.1
C 0.383 1.592 -1.162 -0.2 -0.2 0.0
C 1.076 2.652 -1.768 0.0 0.1 0.0
C 2.442 2.590 -1.870 0.0 0.0 0.0
C 3.124 1.461 -1.405 0.0 0.0 0.0
C 2.384 0.462 -0.830 -0.1 0.3 -0.1
N 1.043 0.535 -0.678 0.8 -0.8 0.1
H -1.497 2.264 -1.586 0.0 0.0 -0.1
H -1.427 0.745 -0.799 -0.1 -0.2 0.0
H 0.517 3.501 -2.144 0.0 0.0 0.0
H 2.989 3.409 -2.323 -0.1 0.0 0.0
H 4.199 1.371 -1.491 -0.1 0.0 0.0
H 2.852 -0.444 -0.470 0.0 0.0 0.0
O -2.080 -1.134 2.815 0.3 0.4 0.3
N -2.392 -1.994 2.037 -0.5 -0.1 0.2
O -1.745 -2.218 1.020 1.0 -0.3 -0.9
```
Positions in Å, forces in eV/Å.

- Total charge: +1
- Lowest unoccupied orbital energy (spin up / spin down): -4.99 / -3.67 eV
- E_HOMO (spin up / spin down): -0.4023 / -0.4033 Ha

***

Record 2
The following is a DFT calculation (the ωB97M-V functional and the def2-TZVPD basis) of a molecular structure, C2HN3O3.

XYZ file:
```
9
Properties=species:S:1:pos:R:3:forces:R:3
C -1.134 -0.120 -0.938 4.2 -3.2 0.3
C -0.113 0.157 0.322 -1.9 1.8 -2.0
H 0.575 -0.136 -1.585 -3.0 -4.0 -2.1
N -0.448 0.173 1.585 2.3 -1.4 -1.3
N 0.852 0.128 2.208 1.8 1.8 -4.4
N 1.785 0.329 1.353 -1.6 -0.6 2.4
O -0.404 -0.887 -1.845 4.2 5.5 2.3
O -2.273 -0.067 -1.009 -3.8 1.4 0.7
O 1.159 0.423 -0.090 -2.2 -1.3 4.1
```
Positions in Å, forces in eV/Å.

- Total charge: 0
- Lowest unoccupied orbital energy: -1.16 eV
- ΔE to the lowest compared entry with this formula, charge and spin: 147.41 kcal/mol
- E_HOMO: -0.4334 Ha

***

Record 3
The following is a DFT calculation (the ωB97M-V functional and the def2-TZVPD basis) of 8 unconnected molecules or ions with the total composition C25H28F7O23.

XYZ file:
```
83
Properties=species:S:1:pos:R:3:forces:R:3
C -1.308 3.554 -0.100 -0.2 -0.2 -0.1
C -2.061 4.772 0.417 0.2 0.1 0.0
C -3.059 5.352 -0.571 0.3 -0.2 -0.1
O -4.154 4.479 -0.980 -0.4 0.4 0.1
C -4.683 3.712 -0.027 0.4 -0.1 0.1
O -5.869 3.562 0.105 -0.2 -0.2 -0.2
H -1.798 3.183 -1.015 0.1 0.0 0.0
H -1.350 2.737 0.625 0.1 0.1 0.0
H -1.398 5.635 0.613 -0.1 0.0 0.1
H -2.561 4.594 1.389 0.0 0.1 0.0
H -3.516 6.276 -0.198 -0.1 -0.1 0.0
H -2.538 5.579 -1.501 0.0 0.0 0.0
H -3.924 3.186 0.573 0.0 0.1 0.1
C -2.806 -1.300 2.353 0.0 -0.1 0.0
C -2.988 -0.248 1.275 0.0 -0.1 -0.1
O -1.776 0.469 1.338 0.0 0.0 -0.1
C -0.826 -0.326 1.850 0.1 0.0 -0.1
O 0.337 -0.090 1.840 0.1 -0.3 0.3
O -1.379 -1.464 2.363 0.0 0.1 0.1
F -4.027 0.576 1.517 0.0 0.0 0.1
H -3.139 -0.931 3.324 -0.1 0.1 -0.1
H -3.295 -2.240 2.124 0.1 -0.1 0.0
H -3.094 -0.662 0.270 -0.1 0.1 0.0
C 2.956 1.178 0.297 0.0 -0.2 0.0
C 3.351 0.939 -1.145 -0.1 0.2 0.0
O 2.814 2.063 -1.794 0.2 0.1 -0.1
C 2.765 3.104 -0.881 -0.2 0.0 -0.1
O 2.663 4.238 -1.188 0.1 0.0 0.0
O 2.927 2.607 0.357 0.0 0.0 0.1
F 2.783 -0.186 -1.672 -0.1 0.0 0.0
H 1.972 0.748 0.485 -0.1 0.2 0.0
H 3.663 0.800 1.029 0.1 0.0 0.0
H 4.425 0.889 -1.337 0.0 -0.1 0.0
C 1.161 1.466 -4.541 -0.1 0.1 0.1
C 0.297 0.325 -4.038 0.0 0.1 0.0
O -0.196 -0.241 -5.253 0.1 -0.2 0.0
C 0.676 0.052 -6.242 0.0 0.0 0.0
O 0.681 -0.459 -7.319 0.0 0.0 0.0
O 1.562 0.980 -5.836 0.0 0.0 0.0
F -0.744 0.733 -3.293 -0.1 0.0 -0.1
H 0.567 2.372 -4.660 0.0 0.0 0.1
H 2.027 1.662 -3.922 0.1 0.0 -0.1
H 0.842 -0.447 -3.492 0.0 0.0 0.1
C 1.080 -4.075 4.050 0.0 0.0 0.1
C 1.372 -2.799 4.816 0.0 0.1 -0.1
O 2.479 -2.274 4.123 -0.1 0.1 -0.1
C 2.433 -2.733 2.836 -0.1 0.1 -0.2
O 3.064 -2.294 1.940 0.1 -0.1 0.1
O 1.540 -3.748 2.743 0.1 0.0 0.0
F 1.738 -3.039 6.106 0.0 -0.1 0.1
H 1.674 -4.897 4.456 0.0 0.0 0.0
H 0.029 -4.344 4.019 0.0 0.1 -0.1
H 0.565 -2.066 4.814 0.0 0.0 0.1
C -6.201 -2.287 -1.542 0.0 0.0 -0.1
C -4.985 -3.151 -1.253 -0.1 0.1 0.0
O -4.709 -2.828 0.094 0.0 -0.2 0.1
C -5.869 -2.410 0.688 0.0 0.1 0.0
O -6.005 -2.289 1.857 0.0 0.0 -0.1
O -6.808 -2.185 -0.251 0.0 0.0 0.0
F -3.919 -2.825 -2.016 0.0 0.1 0.0
H -5.887 -1.297 -1.878 0.0 0.0 0.0
H -6.902 -2.723 -2.246 0.0 0.0 0.1
H -5.155 -4.227 -1.334 0.1 0.0 -0.1
C 2.446 -0.693 8.276 0.0 -0.1 -0.1
C 1.507 0.439 7.903 0.1 0.0 0.0
O 1.395 1.149 9.119 0.1 0.2 -0.1
C 2.514 0.916 9.861 0.0 -0.1 0.1
O 2.823 1.523 10.829 0.0 0.0 0.0
O 3.219 -0.108 9.324 0.0 0.0 0.0
F 0.284 -0.011 7.531 0.0 -0.1 0.1
H 1.874 -1.536 8.667 0.0 0.0 0.0
H 3.090 -1.023 7.467 0.1 0.1 0.0
H 1.879 1.113 7.130 -0.1 0.0 -0.1
C 3.852 -2.511 -8.072 0.0 -0.1 0.1
C 4.230 -1.303 -7.237 -0.2 0.0 -0.1
O 5.220 -0.684 -8.036 -0.1 0.2 -0.1
C 5.006 -1.035 -9.333 0.1 -0.1 0.0
O 5.526 -0.524 -10.267 0.0 0.0 0.0
O 4.113 -2.051 -9.398 0.0 0.0 0.0
F 4.770 -1.647 -6.042 0.1 0.0 0.0
H 4.515 -3.347 -7.841 0.0 0.0 0.1
H 2.812 -2.806 -7.972 0.0 0.1 -0.1
H 3.410 -0.602 -7.073 0.0 0.0 0.1
```
Positions in Å, forces in eV/Å.

- Total charge: -1
- Lowest unoccupied orbital energy: 1.67 eV
- E_HOMO: -0.0586 Ha

***

Record 4
The following is a DFT calculation (the ωB97M-V functional and the def2-TZVPD basis) of 2 unconnected molecules or ions with the total composition CH4IOPS.

XYZ file:
```
9
Properties=species:S:1:pos:R:3:forces:R:3
C -1.710 -2.334 0.307 -0.6 1.9 -3.5
P -2.116 -1.114 -0.781 0.2 -0.6 1.2
I -3.827 0.276 0.358 0.4 -0.3 -0.1
H -1.249 -3.142 -0.196 1.2 -0.7 -0.4
H -2.212 -2.638 1.132 -1.3 -0.3 2.8
O 3.338 2.868 -0.053 -1.2 0.0 1.0
S 2.174 1.638 -0.236 -1.1 1.1 2.3
H 2.898 3.301 0.715 1.0 0.2 -0.6
H 2.705 1.145 -1.245 1.4 -1.3 -2.7
```
Positions in Å, forces in eV/Å.

- Total charge: 0
- Lowest unoccupied orbital energy: -0.48 eV
- ΔE to the lowest compared entry with this formula, charge and spin: 92.37 kcal/mol
- Structure (SMILES): C=PI.OS
- E_HOMO: -0.3283 Ha